[1]
{"formula": "C26H64O16V", "method": "wB97M-V/def2-TZVPD", "species": ["O", "V", "O", "C", "O", "O", "O", "C", "O", "O", "O", "C", "C", "C", "O", "H", "H", "H", "H", "H", "H", "H", "H", "C", "C", "C", "O", "H", "H", "H", "H", "H", "H", "H", "H", "C", "C", "C", "O", "H", "H", "H", "H", "H", "H", "H", "H", "C", "C", "C", "O", "H", "H", "H", "H", "H", "H", "H", "H", "C", "C", "C", "O", "H", "H", "H", "H", "H", "H", "H", "H", "C", "C", "C", "O", "H", "H", "H", "H", "H", "H", "H", "H", "C", "C", "C", "O", "H", "H", "H", "H", "H", "H", "H", "H", "C", "C", "C", "O", "H", "H", "H", "H", "H", "H", "H", "H"], "coordinates": [[-0.4140, 0.5708, 0.4866], [-1.2139, -0.7034, -0.0715], [-0.4025, -1.2425, -1.3445], [-3.8679, -0.2758, -0.1718], [-4.7755, -1.1125, -0.2482], [-3.1088, 0.0690, -1.0839], [-3.2943, -0.2297, 0.9491], [-1.4866, -2.8235, 1.6272], [-2.1191, -2.8998, 0.5870], [-2.2034, -3.0215, 2.6227], [-0.4706, -2.1307, 1.5493], [3.0090, 3.9956, 1.5434], [2.5718, 2.9156, 0.5723], [1.6379, 3.3700, -0.5199], [3.6641, 2.4081, -0.1041], [3.6407, 3.5403, 2.3060], [2.2138, 4.4591, 2.1273], [3.5220, 4.7894, 1.0003], [2.1226, 2.0508, 1.0607], [0.7413, 3.8291, -0.1034], [1.3621, 2.5161, -1.1387], [2.1319, 4.1435, -1.1079], [3.3717, 1.6076, -0.5461], [0.3189, 2.6648, 4.5410], [-0.6576, 2.2148, 3.4694], [-1.5565, 1.0814, 3.8673], [-1.4216, 3.3195, 3.0235], [-0.1572, 2.9612, 5.4756], [0.9236, 3.5064, 4.2030], [0.9736, 1.8343, 4.8048], [-0.0381, 1.7511, 2.7017], [-1.0052, 0.1503, 3.9985], [-2.2285, 0.7449, 3.0779], [-2.1537, 1.1272, 4.7781], [-2.0991, 2.9192, 2.4737], [-4.5943, 4.6609, 0.8813], [-4.0241, 3.3115, 0.3215], [-2.6599, 3.4475, -0.3844], [-3.8193, 2.5385, 1.4765], [-4.7764, 5.4475, 0.1491], [-3.9985, 5.1936, 1.6224], [-5.5447, 4.5516, 1.4037], [-4.7488, 2.7975, -0.3099], [-1.9594, 4.1385, 0.0845], [-2.7981, 3.8445, -1.3901], [-2.1603, 2.4831, -0.4763], [-3.5123, 1.6629, 1.2300], [2.0930, -4.5900, 0.3803], [2.8531, -3.2885, 0.6096], [4.1452, -3.2492, -0.2550], [2.0523, -2.1544, 0.2325], [2.6959, -5.4942, 0.4641], [1.6134, -4.5232, -0.5962], [1.2676, -4.6903, 1.0852], [3.1439, -3.1310, 1.6482], [3.8391, -3.1491, -1.2963], [4.7474, -4.1481, -0.1228], [4.6864, -2.3656, 0.0833], [1.2541, -2.1662, 0.7657], [2.6741, -1.2945, 5.2381], [1.8135, -1.1094, 4.0222], [2.3019, -0.1918, 2.8855], [1.5167, -2.3304, 3.4524], [2.7742, -0.3023, 5.6781], [3.6468, -1.7618, 5.0843], [2.1183, -1.8991, 5.9548], [0.8879, -0.7001, 4.4271], [3.3533, -0.3635, 2.6547], [2.2080, 0.8706, 3.1106], [1.7490, -0.4146, 1.9729], [0.8185, -2.2696, 2.7964], [2.0804, -1.3467, -3.2124], [3.2437, -0.5225, -2.6192], [3.5627, 0.5830, -3.5805], [2.8502, -0.1035, -1.3066], [2.4357, -1.8742, -4.0977], [1.3266, -0.6747, -3.6225], [1.6402, -2.0843, -2.5414], [4.1075, -1.1816, -2.5323], [2.7023, 1.2249, -3.7698], [3.9623, 0.2695, -4.5450], [4.3589, 1.2054, -3.1721], [2.5520, -0.8651, -0.8040], [-1.9871, 1.6423, -5.5305], [-1.7640, 1.2476, -4.0342], [-0.6641, 1.9868, -3.3349], [-2.9118, 1.6734, -3.3105], [-1.2221, 1.1965, -6.1663], [-1.8920, 2.7167, -5.6875], [-2.9718, 1.3414, -5.8881], [-1.6628, 0.1633, -3.9882], [-0.5915, 1.6628, -2.2967], [-0.7854, 3.0687, -3.2797], [0.2868, 1.7870, -3.8288], [-3.0157, 1.0818, -2.5617], [-3.2520, -3.5456, -2.5380], [-2.7283, -4.9293, -2.0942], [-1.2408, -5.0880, -2.2615], [-3.1087, -5.0856, -0.7621], [-2.9783, -3.3639, -3.5773], [-2.8231, -2.6891, -2.0178], [-4.3317, -3.4391, -2.4338], [-3.2689, -5.7109, -2.6281], [-0.6450, -4.3806, -1.6847], [-0.9363, -4.9467, -3.2986], [-0.9347, -6.0826, -1.9372], [-2.5817, -4.3992, -0.3465]], "forces_ev_per_angstrom": [[-0.503, -1.255, -0.611], [-1.567, 2.068, 0.375], [-0.775, 0.129, 0.691], [-1.514, -6.054, 2.340], [-2.630, 1.009, -1.752], [4.118, 2.007, -5.230], [3.164, 1.635, 4.588], [-1.621, 2.406, 0.868], [-2.576, -1.705, -3.739], [0.053, -1.501, 1.687], [3.923, 1.685, 0.770], [-0.053, -0.297, 0.292], [-1.248, -0.140, -0.245], [-0.834, 0.791, 0.458], [2.458, -0.065, -0.118], [0.464, 0.100, -0.161], [-0.441, -0.124, -0.368], [0.259, -0.033, 0.049], [-0.462, 0.276, 0.652], [-0.310, -0.145, -0.036], [-0.040, 0.121, -0.046], [0.148, -0.066, -0.228], [-0.011, -0.602, -0.282], [-0.126, -0.056, 0.381], [0.178, -0.215, 0.523], [-0.460, -1.757, 0.406], [0.736, 0.002, 0.181], [-0.338, 0.126, -0.006], [0.045, -0.032, -0.145], [0.162, -0.042, -0.109], [0.053, 0.475, -0.726], [0.578, 0.000, 0.114], [-0.197, 0.548, -0.342], [-0.025, 0.783, 0.144], [-0.771, 0.268, -0.484], [-0.302, 0.221, -0.403], [1.019, 1.267, 1.005], [-0.481, 0.552, -0.706], [-0.231, 0.320, 1.089], [0.019, -0.262, -0.619], [0.772, -0.633, 0.045], [-0.180, -0.562, -0.149], [-0.106, 0.233, -0.303], [-0.202, -0.006, 0.567], [-0.059, -0.143, -0.253], [-0.209, -0.087, 0.020], [0.149, -1.166, -0.163], [-0.625, 0.432, 0.233], [0.810, -0.054, -0.571], [-1.149, 0.444, 0.709], [0.857, -0.860, -0.204], [0.190, 0.130, -0.079], [0.194, -0.199, -0.220], [-0.032, 0.031, 0.196], [-0.111, -0.357, 0.191], [0.209, 0.014, -0.100], [-0.034, 0.043, 0.064], [0.295, -0.007, -0.383], [-0.510, 0.046, 0.008], [-0.007, 0.239, 0.274], [-0.580, 1.054, -0.886], [0.453, 0.177, 0.557], [0.620, -2.256, 0.347], [0.391, 0.022, 0.171], [0.061, 0.118, -0.263], [0.028, -0.120, 0.028], [-0.264, 0.385, -0.036], [0.175, -0.180, 0.011], [-0.107, 0.039, 0.072], [-0.138, 0.236, 0.169], [-0.509, 0.398, -0.118], [0.508, -0.002, -0.710], [-1.601, -1.669, 0.082], [0.618, 1.255, 0.486], [1.019, 1.655, -1.223], [0.272, -0.270, -0.132], [-0.323, 0.020, 0.519], [-0.015, 0.311, 0.131], [0.336, -0.057, 0.070], [-0.099, -0.016, 0.100], [-0.250, -0.582, 0.044], [-0.009, 0.276, 0.186], [-0.386, -0.551, 0.347], [0.556, -0.033, 0.659], [-1.348, 1.417, -0.429], [1.515, -0.358, -0.184], [-0.736, -0.023, -1.123], [0.059, -0.227, -0.040], [-0.116, 0.181, 0.257], [0.021, -0.161, 0.184], [0.222, -0.123, 0.190], [0.055, -0.254, -0.032], [-0.425, 0.005, -0.388], [0.428, 0.016, 0.099], [-0.313, -0.501, 0.850], [0.339, -0.054, -0.843], [-0.974, 1.288, -0.355], [0.587, -0.273, -0.323], [0.275, -0.828, 0.635], [-0.126, -0.053, -0.342], [0.182, -0.273, 0.424], [0.044, -0.252, 0.077], [0.101, -0.084, -0.367], [-0.286, 0.296, 0.181], [-0.025, -0.079, -0.155], [0.011, -0.154, -0.043], [-0.355, 0.308, 0.974]], "mulliken_spin": [0.0107, -0.0315, 0.0139, 0.0013, 0.0004, 0.0040, 0.0076, -0.0371, 0.3410, 0.5979, 0.0848, -0.0001, -0.0001, 0.0000, 0.0001, 0.0000, 0.0000, 0.0000, 0.0002, 0.0000, 0.0002, -0.0001, 0.0001, 0.0000, -0.0010, 0.0008, 0.0000, 0.0000, 0.0000, -0.0001, 0.0009, -0.0001, -0.0003, -0.0004, 0.0001, 0.0000, 0.0000, 0.0003, 0.0002, 0.0000, 0.0000, 0.0000, -0.0001, 0.0001, 0.0000, -0.0006, -0.0002, -0.0005, 0.0002, -0.0001, -0.0005, 0.0001, 0.0005, -0.0001, 0.0002, 0.0000, 0.0001, 0.0000, 0.0014, 0.0000, -0.0028, -0.0007, 0.0000, -0.0001, 0.0001, 0.0000, 0.0017, 0.0001, -0.0001, 0.0001, 0.0038, 0.0003, -0.0001, 0.0000, -0.0005, 0.0000, -0.0002, -0.0002, 0.0000, 0.0000, 0.0000, 0.0000, -0.0004, 0.0001, 0.0000, -0.0003, 0.0001, 0.0000, 0.0000, 0.0000, 0.0000, -0.0001, 0.0000, -0.0001, -0.0001, 0.0017, -0.0021, 0.0014, -0.0017, -0.0001, 0.0043, 0.0003, -0.0004, -0.0004, -0.0001, 0.0000, 0.0021], "charge": -2, "multiplicity": 2, "energy_ha": -3176.9599, "homo_lumo_gap_ev": [6.53, 4.54], "s_squared": 0.7584, "largest_force_ev_per_a": 7.0, "homo_energy_ha": [-0.08285, -0.08245]}

[2]
{"formula": "C26H67ClN5O12", "method": "wB97M-V/def2-TZVPD", "species": ["Cl", "O", "O", "O", "O", "C", "O", "C", "C", "N", "C", "C", "O", "C", "H", "H", "H", "H", "H", "H", "H", "H", "H", "H", "H", "H", "H", "H", "H", "C", "O", "C", "C", "N", "C", "C", "O", "C", "H", "H", "H", "H", "H", "H", "H", "H", "H", "H", "H", "H", "H", "H", "H", "C", "O", "C", "C", "N", "C", "C", "O", "C", "H", "H", "H", "H", "H", "H", "H", "H", "H", "H", "H", "H", "H", "H", "H", "C", "C", "C", "O", "C", "N", "H", "H", "H", "H", "H", "H", "H", "H", "H", "H", "H", "C", "C", "C", "O", "C", "N", "H", "H", "H", "H", "H", "H", "H", "H", "H", "H", "H"], "coordinates": [[-1.3294, -1.8811, -0.7006], [-0.0254, -1.3429, -0.9370], [-1.9726, -1.8636, -2.0291], [-1.1655, -3.2079, -0.1316], [-1.9694, -0.9398, 0.1243], [5.3294, 4.9803, -3.5299], [6.2648, 4.1450, -2.8163], [5.7352, 3.8325, -1.4745], [6.7751, 2.9939, -0.7550], [6.9292, 1.6366, -1.2496], [7.7012, 0.8434, -0.3011], [9.1387, 1.2364, -0.1642], [9.6298, 1.3676, -1.4894], [10.9987, 1.5320, -1.4361], [5.0765, 5.9039, -3.0092], [4.3516, 4.5560, -3.7578], [5.8256, 5.2449, -4.4637], [4.7709, 3.3318, -1.5613], [5.4980, 4.7254, -0.8962], [6.4021, 2.7982, 0.2504], [7.6720, 3.5938, -0.6012], [5.9778, 1.3014, -1.1995], [7.6321, -0.1910, -0.6379], [7.1813, 0.9208, 0.6538], [9.5680, 0.4270, 0.4263], [9.1506, 2.1735, 0.3922], [11.2594, 2.5059, -1.0218], [11.5119, 1.4688, -2.3956], [11.4724, 0.6892, -0.9326], [-10.4754, 2.4100, 0.4096], [-9.7399, 2.2093, 1.6004], [-10.1766, 1.0640, 2.3643], [-8.9024, 0.3456, 2.9676], [-9.0420, -1.1104, 3.3279], [-9.8709, -1.3513, 4.4784], [-9.2807, -0.8639, 5.8111], [-7.9402, -1.4556, 6.0933], [-6.8060, -0.9172, 5.4773], [-11.5587, 2.2898, 0.3968], [-10.0746, 1.6386, -0.2480], [-10.2145, 3.3667, -0.0430], [-10.5887, 0.2565, 1.7590], [-10.8558, 1.3666, 3.1612], [-8.4727, 0.8585, 3.8281], [-8.2051, 0.3538, 2.1298], [-8.1201, -1.4984, 3.4682], [-9.7908, -2.4382, 4.4623], [-10.9044, -1.0592, 4.2919], [-9.8713, -1.3071, 6.6130], [-9.2171, 0.2227, 5.8679], [-6.9536, 0.1451, 5.6721], [-6.8237, -1.1644, 4.4158], [-5.9258, -1.2638, 6.0187], [-4.0693, 6.0207, 5.3565], [-2.7212, 6.0887, 4.8137], [-2.1444, 4.8358, 4.7804], [-0.6242, 4.8693, 4.3888], [0.2293, 3.6224, 4.5821], [0.2500, 3.2636, 6.0233], [0.8219, 1.8756, 6.4244], [2.1518, 2.0140, 7.1194], [2.1180, 1.7779, 8.5031], [-4.5952, 6.9692, 5.4650], [-4.1428, 5.4936, 6.3077], [-4.7289, 5.3832, 4.7678], [-2.7581, 4.2173, 4.1255], [-2.3315, 4.3605, 5.7434], [-0.2494, 5.6506, 5.0500], [-0.7259, 5.2653, 3.3783], [-0.1582, 2.8173, 4.1111], [-0.7495, 3.1290, 6.4368], [0.6996, 4.0166, 6.6704], [1.1611, 1.4238, 5.4923], [0.0340, 1.2622, 6.8617], [2.2606, 0.7171, 8.7092], [1.1497, 2.1215, 8.8671], [2.7908, 2.3227, 9.1654], [4.7054, -8.6067, -3.7570], [4.0588, -7.6900, -2.6633], [4.4159, -7.9361, -1.2470], [5.8126, -7.5303, -0.8204], [6.0331, -7.5333, 0.5576], [4.4104, -6.3062, -3.0545], [5.7737, -8.4943, -3.5717], [4.4580, -8.2907, -4.7704], [4.5230, -9.6759, -3.6499], [2.9869, -7.8689, -2.7473], [4.1747, -8.9219, -0.8493], [3.7763, -7.2581, -0.6819], [7.0691, -7.4520, 0.8865], [5.7200, -8.4499, 1.0576], [5.4433, -6.6826, 0.8991], [3.7070, -5.6927, -2.6686], [5.2310, -6.0347, -2.5320], [-1.6948, -3.1278, -9.3114], [-0.8958, -1.8027, -9.5630], [-1.6666, -0.4889, -9.9403], [-0.7219, 0.5437, -10.0682], [-1.2103, 1.8061, -10.1636], [-0.0376, -1.6695, -8.3863], [-1.0205, -3.9561, -9.0935], [-2.2549, -3.3990, -10.2063], [-2.3499, -3.0307, -8.4456], [-0.2303, -2.0251, -10.3971], [-2.3827, -0.3693, -9.1272], [-2.2936, -0.5731, -10.8280], [-1.6412, 2.1623, -9.2279], [-2.0606, 1.7476, -10.8430], [-0.5516, 2.5416, -10.6255], [-0.7216, -1.6464, -7.6436], [0.1878, -0.6860, -8.3396]], "forces_ev_per_angstrom": [[2.000, 0.432, -3.422], [1.774, -0.053, 0.049], [-0.490, -1.194, 1.325], [-1.169, 0.415, -0.079], [-2.117, 0.408, 2.156], [0.802, -0.034, -0.027], [-1.977, 0.614, 1.189], [0.907, -0.259, -1.430], [-0.875, 0.135, 0.907], [0.535, 0.578, -0.781], [-1.340, -0.440, -0.573], [-1.485, 0.086, -0.694], [-0.060, -0.347, 0.632], [1.405, -0.137, -0.497], [0.375, 0.211, 0.382], [0.096, -0.764, 0.050], [-0.094, -0.038, 0.001], [-0.040, -0.449, -0.233], [0.391, 0.416, -0.076], [-0.335, 0.875, 0.774], [0.346, -0.352, -0.578], [-0.084, -0.515, -0.389], [0.072, -0.078, 0.027], [0.286, -0.224, 0.721], [0.774, 0.099, -0.085], [0.667, 0.251, 0.014], [0.242, -0.013, 0.440], [-0.729, 0.258, -0.575], [0.110, 0.117, 0.797], [1.035, -0.852, -0.941], [-0.955, -0.308, 1.222], [1.705, -0.773, 0.561], [0.042, -0.625, -0.436], [-0.802, 2.365, -1.504], [1.431, -1.206, 0.129], [1.315, -1.152, -0.024], [-2.284, -0.887, 0.275], [-1.085, 0.907, 0.400], [-0.143, 0.102, 0.783], [-0.309, -0.044, -0.670], [0.025, 0.091, 0.382], [-0.508, 0.309, -0.385], [-0.262, 0.088, -0.161], [-0.008, 0.591, -0.174], [0.276, 0.234, 0.199], [-0.327, -0.016, -0.213], [-0.808, -0.290, 0.838], [0.008, 0.177, 0.204], [-0.112, 0.477, 0.122], [-0.010, 0.117, 0.196], [0.908, 0.557, -0.675], [0.923, 0.283, 0.158], [-0.049, -0.146, -0.294], [0.198, -0.752, -0.362], [-1.576, 1.786, 0.729], [-0.006, -2.147, 0.487], [-1.314, -0.369, 0.720], [-0.808, 1.222, 0.978], [-0.810, -0.792, 1.027], [2.758, 1.262, -1.501], [-1.254, 0.032, -0.470], [-1.291, -0.174, 0.425], [0.788, 0.292, -0.244], [0.732, 0.209, 0.509], [0.144, 0.006, -0.794], [0.281, -0.357, -0.697], [0.464, -0.107, 0.495], [0.524, 0.005, -0.221], [1.121, -0.358, -0.238], [-0.215, 0.099, -0.461], [-0.613, 0.670, -0.251], [0.323, 0.230, -0.444], [-0.301, -0.432, -0.041], [0.624, -0.114, 0.706], [-0.156, -0.166, 0.155], [-0.347, -0.391, 0.332], [0.742, 0.335, -0.866], [0.647, 0.183, 1.279], [0.907, -0.324, -2.383], [1.221, 0.756, 2.768], [-0.645, -1.377, -2.361], [-1.143, 0.224, 0.405], [-0.686, -0.129, 0.319], [0.255, 0.016, -0.502], [-0.052, 0.150, 0.259], [-0.398, -0.014, 0.174], [-0.184, 0.416, 0.209], [0.353, -0.377, -0.273], [-0.217, 0.147, 0.241], [0.219, 0.441, -0.844], [-0.526, -0.227, -0.065], [0.120, 0.008, 0.976], [-0.358, 0.274, -0.151], [0.474, -0.150, -0.055], [-0.070, 1.134, -0.686], [0.341, -1.132, -0.777], [-0.038, -1.483, 0.890], [1.651, -1.726, 0.371], [-2.188, 1.003, -0.678], [-0.916, 1.135, 0.157], [0.252, 0.289, -0.047], [-0.295, -0.028, 0.112], [-0.232, 0.070, -0.078], [0.086, 0.110, -0.249], [-0.074, 0.749, 0.450], [0.191, -0.168, -0.464], [0.283, 0.267, 0.333], [-0.453, 0.407, -0.331], [0.547, -0.368, 0.396], [-0.077, -0.674, 0.905], [1.001, 0.409, -0.294]], "lowdin_charge": [0.5981, -0.4141, -0.4150, -0.3900, -0.3790, -0.1227, -0.1804, -0.1897, -0.2281, -0.0545, -0.2294, -0.2398, -0.1525, -0.1495, 0.0740, 0.0809, 0.0814, 0.1196, 0.1145, 0.1088, 0.1211, 0.1125, 0.1239, 0.1123, 0.1241, 0.1161, 0.0896, 0.0842, 0.0834, -0.1244, -0.1969, -0.1906, -0.1636, -0.0813, -0.2240, -0.1517, -0.2158, -0.1142, 0.0822, 0.0853, 0.0847, 0.1152, 0.1110, 0.0910, 0.1207, 0.0700, 0.1166, 0.1158, 0.1142, 0.1061, 0.0848, 0.0698, 0.0949, -0.0916, -0.1762, -0.2857, -0.1471, -0.0318, -0.2238, -0.1397, -0.2013, -0.1484, 0.0836, 0.0771, 0.0799, 0.1198, 0.0933, 0.1088, 0.1116, 0.0994, 0.0842, 0.1215, 0.1144, 0.1169, 0.0811, 0.0768, 0.0772, -0.0646, -0.4254, -0.1521, -0.2138, -0.1466, 0.0445, 0.0675, 0.0695, 0.0630, 0.1374, 0.1215, 0.1170, 0.0825, 0.0776, 0.0881, 0.0728, 0.0610, -0.0626, -0.4168, -0.1925, -0.1855, -0.1472, 0.0386, 0.0740, 0.0650, 0.0719, 0.1222, 0.1231, 0.1205, 0.0926, 0.0787, 0.0922, 0.0670, 0.0587], "charge": -1, "energy_ha": -2667.1146, "homo_lumo_gap_ev": 7.35, "largest_force_ev_per_a": 4.0, "homo_energy_ha": -0.19795}